# C22H21ClMoN2OP

A structure of composition C22H21ClMoN2OP in a non-equilibrium geometry (the ωB97M-V functional and the def2-TZVPD basis, OMol25).

Structure (XYZ):
```
49
Properties=species:S:1:pos:R:3:forces:R:3:nbo_charge:R:1
Mo 0.1016 -1.0628 2.1287 -4.494 -0.473 -2.449 0.929
Cl -1.1832 -2.9976 1.6887 1.589 1.920 0.660 -0.176
C 1.9181 -1.1132 1.8471 11.916 1.963 -0.081 0.460
O 3.1393 -0.8379 1.8189 -8.848 -2.233 0.029 -0.325
P -0.0716 -0.0319 -0.3054 -1.012 -0.585 -2.121 1.005
C 0.5134 1.5860 -1.0721 1.729 0.623 3.339 -0.209
C 0.9261 -1.2399 -1.2497 0.958 0.044 1.212 -0.408
C -1.7208 -0.2457 -1.1122 -0.460 -0.085 0.433 -0.413
C 0.4096 -2.5176 -1.5042 0.134 0.109 -0.025 -0.218
C 1.2113 -3.4765 -2.1090 0.158 0.009 0.002 -0.119
C 2.5525 -3.2064 -2.3755 0.339 0.506 -0.003 -0.140
C 3.1139 -1.9639 -2.0243 -0.174 0.253 0.223 -0.183
C 2.3070 -0.9825 -1.4358 0.028 -0.181 -0.151 -0.211
H -0.5997 -2.7599 -1.2033 -0.128 -0.020 -0.252 0.241
H 0.7975 -4.4459 -2.3592 0.019 0.038 0.073 0.247
H 3.1938 -3.9558 -2.8407 -0.262 0.141 0.129 0.261
H 4.1810 -1.7555 -2.1839 -0.573 -0.201 0.025 0.259
H 2.7498 -0.0321 -1.0900 -0.219 -0.539 -0.419 0.218
C 1.3665 2.4361 -0.3309 -1.453 -2.177 -0.128 -0.169
C 1.8411 3.6354 -0.8868 0.674 0.901 0.307 0.053
C 1.4938 4.0062 -2.1848 -0.942 -0.414 -1.527 -0.167
C 0.6491 3.1739 -2.9251 1.335 2.049 0.121 -0.113
C 0.1511 1.9947 -2.3598 -0.722 -0.893 -0.535 0.027
H 1.6567 2.1900 0.6978 -0.043 0.018 -0.561 0.236
H 2.4952 4.2851 -0.2899 -0.254 -0.284 -0.271 0.268
H 1.8710 4.9298 -2.6097 -0.038 -0.086 0.019 0.284
H 0.3769 3.4556 -3.9401 -0.028 -0.126 0.187 0.279
H -0.5352 1.3947 -2.9533 0.084 0.069 0.138 0.266
C -1.8303 -0.5693 -2.4913 0.041 0.077 0.045 -0.228
C -3.0896 -0.7375 -3.0825 0.325 0.020 0.171 -0.180
C -4.2490 -0.6440 -2.2949 0.700 0.059 -0.232 -0.128
C -4.1390 -0.3453 -0.9393 -0.093 0.011 0.084 -0.205
C -2.8971 -0.1321 -0.3427 0.335 -0.168 -0.917 -0.125
H -0.9277 -0.7077 -3.1063 -0.519 0.020 0.318 0.233
H -3.1494 -0.9572 -4.1606 -0.015 0.077 0.692 0.260
H -5.2142 -0.8062 -2.7613 0.032 0.040 0.161 0.260
H -5.0394 -0.2817 -0.3374 0.110 0.023 -0.032 0.253
H -2.8424 0.1086 0.7039 -0.040 0.068 0.331 0.198
H 0.0369 2.5420 2.0014 0.675 -0.091 0.035 -0.051
H -0.6783 2.6466 2.0310 -0.815 0.124 0.017 0.055
N -0.0851 -1.1841 4.7967 0.189 1.642 0.468 -0.361
C -0.0412 -0.6647 6.0361 0.167 -6.667 2.564 0.084
C -0.0740 0.6364 5.9824 -0.156 6.480 1.228 -0.297
C -0.1462 1.0145 4.6202 0.187 -2.477 1.756 0.094
N -0.1448 -0.1267 3.8879 -0.115 -0.781 0.291 -0.396
H -0.1372 -2.1551 4.5565 -0.145 -0.541 -0.182 0.453
H -0.0012 -1.4362 6.9596 -0.109 2.156 -2.304 0.314
H -0.0598 1.3685 6.8997 -0.041 -1.614 -2.139 0.321
H -0.1969 1.9686 4.2055 -0.026 1.196 -0.730 0.260
```
Forces are in eV/Å.

Results
Multiplicity = 3
Expectation value of S² = 2.04
Frontier orbital gap (spin up / spin down) = 5.2 / 3.9 eV
Maximum force = 0.2349 Eh/bohr
Charge = +3
E_tot = -1904.1975 hartree



# C22H21ClN2O4S

The molecule C22H21ClN2O4S (the ωB97M-V functional and the def2-TZVPD basis, OMol25).

Structure (XYZ):
```
51
Properties=species:S:1:pos:R:3:forces:R:3:nbo_charge:R:1
O 0.2046 -0.9731 -1.2793 -0.280 -0.012 0.061 -0.628
C -0.0992 -1.7078 -0.3612 -0.063 -0.019 -0.191 0.674
N 0.5501 -2.8632 -0.1222 0.320 -0.484 0.406 -0.463
N 1.6805 -3.2223 -0.8451 0.547 0.296 0.256 -0.657
H 1.5611 -2.9923 -1.8263 -0.034 -0.029 -0.069 0.399
S 3.1329 -2.5473 -0.2427 0.051 -0.076 -0.032 2.281
O 4.1694 -3.0916 -1.0642 -0.262 0.159 -0.324 -0.919
O 3.1254 -2.8240 1.1633 -0.251 0.229 0.021 -0.942
C 3.0199 -0.7787 -0.4874 0.121 -0.683 0.242 -0.343
C 2.9960 0.0415 0.6205 0.026 -0.030 0.125 -0.197
C 2.8126 1.4011 0.4475 0.054 0.004 -0.212 -0.166
C 2.6412 1.9302 -0.8264 0.152 0.034 0.087 0.002
C 2.7084 1.0879 -1.9302 0.096 -0.220 0.024 -0.194
C 2.9056 -0.2711 -1.7651 0.111 0.179 -0.151 -0.151
H 2.9559 -0.9360 -2.6124 -0.038 -0.023 -0.173 0.227
H 2.5847 1.4944 -2.9224 -0.022 0.047 -0.098 0.219
C 2.3207 3.3901 -0.9915 -0.196 -0.109 0.058 -0.445
C 0.8929 3.6754 -0.5339 0.150 0.128 -0.017 -0.355
H 0.6323 4.7233 -0.6791 0.005 -0.077 0.066 0.217
H 0.7479 3.3914 0.5086 0.008 0.062 -0.070 0.218
Cl -0.2702 2.7108 -1.4807 -0.191 0.046 -0.153 -0.070
H 2.9958 3.9972 -0.3832 0.013 0.041 -0.031 0.224
H 2.4324 3.6844 -2.0357 0.033 0.052 0.032 0.221
H 2.7847 2.0537 1.3075 -0.015 0.067 0.108 0.206
H 3.1175 -0.3999 1.5963 -0.015 0.014 0.150 0.242
H 0.3494 -3.4192 0.6979 -0.011 0.061 -0.224 0.437
C -1.2718 -1.4352 0.5974 0.011 0.353 -0.201 0.103
C -0.9274 -0.1382 1.3244 -0.108 0.031 0.158 0.033
C -1.6736 1.0264 1.2254 -0.009 -0.116 -0.002 -0.213
C -1.3065 2.1491 1.9484 -0.008 0.092 0.066 -0.215
C -0.2010 2.1175 2.7806 -0.045 0.071 0.035 -0.212
C 0.5378 0.9516 2.8942 0.028 -0.089 0.052 -0.220
C 0.1783 -0.1689 2.1690 -0.076 0.060 0.048 -0.219
H 0.7481 -1.0822 2.2629 0.090 -0.084 0.017 0.229
H 1.3943 0.9124 3.5507 0.101 0.002 0.067 0.216
H 0.0782 2.9951 3.3460 0.015 0.067 0.056 0.214
H -1.8936 3.0514 1.8604 -0.050 0.083 -0.007 0.217
H -2.5447 1.0650 0.5907 -0.033 0.020 -0.035 0.232
C -2.5454 -1.3644 -0.2293 -0.049 -0.107 0.003 -0.072
C -2.6417 -0.4781 -1.2979 -0.046 -0.007 -0.097 -0.205
C -3.8015 -0.4166 -2.0487 0.012 0.050 -0.015 -0.208
C -4.8770 -1.2347 -1.7453 -0.085 -0.050 -0.018 -0.207
C -4.7798 -2.1277 -0.6936 -0.134 0.005 -0.035 -0.227
C -3.6198 -2.1953 0.0587 0.136 0.022 0.107 -0.153
H -3.5507 -2.9123 0.8632 0.017 -0.040 0.024 0.209
H -5.6077 -2.7793 -0.4557 -0.066 -0.050 0.010 0.213
H -5.7828 -1.1819 -2.3308 -0.072 0.001 -0.050 0.214
H -3.8631 0.2759 -2.8749 -0.006 0.061 -0.076 0.215
H -1.8002 0.1463 -1.5518 0.052 0.067 0.011 0.248
O -1.3076 -2.4960 1.5417 -0.074 -0.115 -0.016 -0.720
H -1.8929 -2.2348 2.2620 0.090 0.017 0.004 0.490
```
Forces are in eV/Å.

Results
Multiplicity = 1
Frontier orbital gap = 9.7 eV
Maximum force = 0.0143 Eh/bohr
E_tot = -2119.7945 hartree